C3H15NO4 | ωB97M-V/def2-TZVPD

Calculated values
Spin multiplicity   2
ΔE to the lowest compared entry with this formula, charge and spin   22.4 kJ/mol
Net charge   +1
Expectation value of S²   0.758
Orbital gap (spin up / spin down)   10.698 / 7.170 eV
LUMO level (spin up / spin down)   -3.79 / -7.31 eV
Highest occupied orbital energy (spin up / spin down)   -14.49 / -14.48 eV

Atoms and positions in Å:
C1 1.707 1.409 -0.533
C2 0.732 1.588 0.546
C3 -0.566 1.098 0.527
N1 -1.401 1.246 1.543
H1 1.206 1.013 -1.412
H2 2.073 2.398 -0.842
H3 2.558 0.784 -0.267
H4 1.086 2.018 1.471
H5 -0.990 0.499 -0.271
H6 -2.382 1.153 1.263
H7 -1.273 1.994 2.219
H8 -0.998 -2.334 1.291
H9 -1.268 -0.950 1.853
O1 -0.850 -1.788 2.086
H10 -0.721 -0.498 -3.710
H11 -1.383 0.822 -3.362
O2 -1.228 -0.061 -3.011
H12 0.801 -1.497 1.377
H13 2.377 -1.752 1.301
O3 1.569 -1.670 0.790
H14 -0.815 -1.419 -1.437
H15 0.359 -1.963 -0.641
O4 -0.593 -2.090 -0.781

Löwdin atomic charge list, values in e, 8 entries: C -0.0416; C 0.0053; C -0.0893; N 0.1921; H 0.0828; H 0.1134; H 0.1060; H 0.1382



C2H4KLiO2 | ωB97M-V/def2-TZVPD

Calculated values
ΔE to the lowest compared entry with this formula, charge and spin   0.0 kJ/mol
Orbital gap   3.606 eV
LUMO level   -1.82 eV
Highest occupied orbital energy   -5.42 eV

Atoms and positions in Å:
H1 -1.041 -0.152 2.119
O1 1.112 -0.451 0.369
C1 0.878 0.490 1.362
C2 -0.611 0.775 1.654
O2 -1.323 1.212 0.555
Li1 1.714 -2.430 -0.027
K1 -0.499 -0.369 -1.659
H2 1.314 1.454 1.001
H3 1.355 0.122 2.300
H4 -0.624 1.516 2.493

Löwdin atomic charge list, values in e, 8 entries: H 0.0796; O -0.5960; C -0.4546; C -0.5108; O -0.4368; Li 0.7975; K 0.8473; H 0.1006



Calculated molar mass (Da), listed in the same order as above: 129.16, 106.09
Calculated calculated total energy (eV), listed in the same order as above: -13026.6633, -22761.5945
Calculated F_max (eV/Å), listed in the same order as above: 1.87, 3.62